# 1
Here is a 2-piece molecular cluster, C9H21IN overall from OMol25. Energies are from ωB97M-V/def2-TZVPD.

Summary:
- charge = +1
- max |F| (Eh/bohr) = 0.0709
- frontier orbital gap (Eh) = 0.3646
- 2S+1 = 1
- HOMO energy (eV) = -12.870
- ΔE to the lowest compared entry with this formula, charge and spin (kJ/mol) = 0.0
- electronic energy (eV) = -19256.3740

Element x y z (Å)
C 1.237 -2.234 -0.542
C 0.215 1.964 1.235
C -0.604 -0.007 2.518
C 1.800 0.108 1.737
C -1.615 1.622 -1.938
C -1.164 0.295 -3.931
C -0.130 -1.639 -0.036
C 0.317 0.479 1.453
C -0.781 1.297 -2.890
N -0.090 -0.148 0.121
I 1.342 1.634 -2.819
H 1.862 -2.181 0.293
H 1.107 -3.294 -0.804
H 1.597 -1.673 -1.381
H -0.062 2.171 0.207
H -0.588 2.444 1.853
H 1.190 2.409 1.517
H -0.206 0.258 3.554
H -0.553 -1.091 2.531
H -1.629 0.319 2.415
H 1.984 0.881 2.458
H 2.086 -0.889 2.117
H 2.306 0.280 0.783
H -2.569 1.228 -2.114
H -1.031 0.214 -0.212
H -1.308 2.196 -0.970
H -1.391 -0.733 -3.449
H -1.954 0.518 -4.603
H -0.336 0.064 -4.685
H -0.332 -2.282 0.811
H -0.951 -1.919 -0.822
H 0.599 0.175 -0.538

=====

# 2
Here is C30H30Cl5MnPSb as an isolated structure from OMol25. Energies are from ωB97M-V/def2-TZVPD.

Summary:
- charge = +2
- max |F| (Eh/bohr) = 0.0348
- frontier orbital gap (alpha / beta) (Eh) = 0.2386 / 0.2819
- 2S+1 = 5
- ⟨S²⟩ = 6.164
- HOMO energy (alpha / beta) (eV) = -14.498 / -14.544
- electronic energy (eV) = -141339.4730

Element x y z (Å)
Mn 0.023 -1.065 -0.002
Cl 1.895 -2.277 -0.447
C 1.563 -2.497 1.263
C 0.265 -2.139 1.605
C -0.083 -2.213 2.943
Cl -1.679 -1.805 3.424
C 0.855 -2.621 3.897
Cl 0.418 -2.706 5.544
C 2.167 -2.939 3.509
Cl 3.320 -3.398 4.674
C 2.541 -2.868 2.160
Cl 4.133 -3.216 1.643
C -2.150 -0.953 -3.162
C -2.528 -2.054 -2.176
P -2.173 -1.738 -0.397
C -2.657 -3.321 0.407
C -3.836 -4.081 -0.203
C -3.328 -0.412 0.145
C -4.817 -0.745 0.079
H -2.461 -1.239 -4.166
H -1.073 -0.798 -3.191
H -2.637 -0.005 -2.923
H -2.016 -2.985 -2.429
H -3.600 -2.247 -2.228
H -2.832 -3.093 1.459
H -1.764 -3.949 0.366
H -4.750 -3.494 -0.236
H -4.035 -4.953 0.420
H -3.616 -4.442 -1.205
H -3.100 0.456 -0.481
H -3.040 -0.169 1.171
H -5.122 -1.075 -0.913
H -5.392 0.149 0.316
H -5.083 -1.506 0.811
C -0.133 5.927 -1.263
C -1.116 5.089 -0.753
C -0.931 3.715 -0.762
C 0.253 3.192 -1.268
C 1.228 4.019 -1.809
C 1.032 5.392 -1.793
Sb 0.582 1.087 -1.247
C 2.630 0.886 -1.822
C 2.974 -0.022 -2.819
C 4.307 -0.183 -3.170
C 5.288 0.554 -2.521
C 4.939 1.466 -1.534
C 3.609 1.643 -1.182
C 0.778 0.892 0.955
C -0.340 1.244 1.724
C -0.228 1.355 3.102
C 0.985 1.085 3.722
C 2.089 0.704 2.969
C 1.993 0.611 1.588
H -0.283 6.998 -1.261
H -2.034 5.499 -0.355
H -1.713 3.070 -0.379
H 2.130 3.607 -2.244
H 1.793 6.039 -2.208
H 2.209 -0.592 -3.337
H 4.573 -0.881 -3.952
H 6.327 0.427 -2.794
H 5.702 2.050 -1.034
H 3.340 2.373 -0.429
H -1.282 1.490 1.247
H -1.085 1.657 3.689
H 1.075 1.181 4.796
H 3.033 0.487 3.453
H 2.871 0.339 1.015

=====

Q: Among the records above, which one has the lowest electronic energy?
A: C30H30Cl5MnPSb

=====

Q: Which value of max |F| does entry 2 give?
A: 0.0348 Eh/bohr